Formula: C39H55N3O3P2SSn
Source: the OMol25 dataset
Level of theory: ωB97M-V/def2-TZVPD

Computed properties:
E_HOMO: -0.45556 Ha
ΔE to the lowest compared entry with this formula, charge and spin: 0.0000 eV

Geometry as ORCA input:
```
! RIJCOSX wB97M-V def2-TZVPD def2/J DEFGRID3
* xyz 2 1
Sn 0.09168 -1.10954 -0.39327
C 3.50185 -1.81969 2.12339
C 3.86417 -0.80099 1.04064
C 4.13058 0.58546 1.61622
P 2.69536 -0.81113 -0.40194
C 3.53904 -1.92251 -1.61675
C 2.92485 -1.84664 -3.01137
C 3.62717 -3.35683 -1.09591
C 2.63498 0.78402 -1.25048
C 3.78875 1.27383 -1.87004
C 3.75326 2.33706 -2.75313
C 4.99702 2.88067 -3.39748
C 2.49700 2.86963 -3.04683
C 1.34137 2.40371 -2.44852
C 1.38513 1.37859 -1.50527
N 0.23612 0.90209 -0.84317
C -0.88795 1.70344 -0.55034
C -0.74461 3.07669 -0.35917
C -1.83083 3.88876 -0.09117
C -3.12127 3.37767 0.01538
C -4.30257 4.26319 0.30177
C -3.26119 2.00705 -0.11195
C -2.17799 1.15465 -0.35435
P -2.40975 -0.63006 -0.50090
C -3.56509 -1.45764 0.69285
C -4.68458 -0.56253 1.22660
C -2.90274 -2.21401 1.84183
C -3.07154 -0.96978 -2.18187
C -2.23298 -0.21106 -3.21345
C -4.55597 -0.64790 -2.33283
H 4.39299 -2.03599 2.71280
H 3.11842 -2.75811 1.72808
H 2.75101 -1.41930 2.80223
H 4.77869 -1.14192 0.54133
H 3.26347 0.95218 2.16277
H 4.39318 1.31456 0.85299
H 4.96004 0.51478 2.32061
H 4.55316 -1.50950 -1.67389
H 1.92051 -2.26715 -3.03796
H 3.53896 -2.42865 -3.70043
H 2.88898 -0.82554 -3.38783
H 2.63640 -3.78878 -0.93216
H 4.18449 -3.42859 -0.16330
H 4.14003 -3.97657 -1.83186
H 4.74537 0.80716 -1.65787
H 5.88595 2.35657 -3.05046
H 5.12072 3.93997 -3.17216
H 4.94791 2.78240 -4.48218
H 2.42211 3.67161 -3.77109
H 0.39142 2.84452 -2.71628
H 0.23952 3.52038 -0.42693
H -1.66867 4.95273 0.03628
H -4.08125 5.30223 0.06387
H -4.58242 4.21652 1.35652
H -5.17376 3.96258 -0.27968
H -4.25035 1.58469 -0.01931
H -4.01137 -2.20341 0.02282
H -4.28324 0.26174 1.81550
H -5.31979 -1.15786 1.88327
H -5.31454 -0.15482 0.43919
H -2.55758 -1.53161 2.61498
H -2.05231 -2.81566 1.52537
H -3.64644 -2.87579 2.28661
H -2.90915 -2.04503 -2.32180
H -2.39858 0.86369 -3.13041
H -2.52178 -0.52098 -4.21746
H -1.16458 -0.40493 -3.10706
H -4.73964 0.41965 -2.20551
H -5.18212 -1.19976 -1.63294
H -4.87733 -0.91584 -3.33977
C 0.05457 -5.19701 -3.07553
N 0.13607 -4.85065 -1.65365
C 0.32600 -5.80305 -0.66239
C 0.47995 -5.48866 0.63169
C 0.45010 -4.09155 1.05374
O 0.65551 -3.67488 2.17143
N 0.16128 -3.21978 0.00751
C 0.09041 -3.56252 -1.28139
O 0.01056 -2.59333 -2.10154
H 0.09010 -6.27805 -3.16975
H 0.88930 -4.75708 -3.61763
H -0.87834 -4.82827 -3.49592
H 0.35571 -6.82343 -1.01727
H 0.64718 -6.25150 1.37557
C -1.98510 5.44396 3.76660
C -1.33626 4.12665 3.45889
C -2.08322 2.94810 3.42729
C -1.48753 1.73264 3.15320
C -0.12344 1.69578 2.89819
C 0.64123 2.85425 2.90347
C 0.03045 4.06157 3.19591
S 0.68789 0.17090 2.54499
C 0.51966 -0.70748 4.08826
O -0.27919 -0.62943 1.64034
H -3.06657 5.35147 3.83498
H -1.74748 6.18212 3.00049
H -1.61901 5.83644 4.71589
H -3.14667 2.98902 3.62515
H -2.07489 0.82340 3.12823
H 1.70054 2.81668 2.68675
H 0.62140 4.96774 3.21212
H -0.51741 -0.66641 4.41253
H 1.16964 -0.23342 4.82158
H 0.82982 -1.73259 3.88492
*
```



Formula: C39H56AsCsIN5OP2Se2
Source: the OMol25 dataset
Level of theory: ωB97M-V/def2-TZVPD

Computed properties:
E_HOMO (alpha / beta): -0.20516 / -0.14391 Ha

Geometry as ORCA input:
```
! RIJCOSX wB97M-V def2-TZVPD def2/J DEFGRID3
* xyz 0 1
Cs 0.00000 0.00000 0.00000
C 3.16048 3.49321 2.72855
Se 2.38804 1.71632 2.09074
C 0.43060 2.94349 2.93261
C -0.37100 4.01572 2.08697
Se -1.65630 3.10010 0.13117
C 0.13584 4.07160 -0.69260
H 3.27971 3.31797 3.81557
H 2.81680 4.54960 2.52823
H 4.14984 3.35973 2.26646
H 0.75063 3.40403 3.90577
H -0.28617 2.14975 3.24301
H 0.35864 4.86070 1.87063
H -1.17325 4.45320 2.73015
H -0.02318 5.17751 -0.68760
H -0.02297 3.72119 -1.72349
H 1.21444 3.87043 -0.40758
I -4.98879 -1.95085 4.56303
C -3.15479 -1.52182 3.86582
C -1.97482 -1.58123 4.55866
N -1.01114 -1.20174 3.66809
N -1.49493 -0.90229 2.44821
C -2.81188 -1.10034 2.57457
H -1.73000 -1.85037 5.57587
H -0.01058 -1.12416 3.82026
H -3.45167 -0.92696 1.71877
C -0.11983 0.40329 -3.50561
N -0.54069 -0.95929 -3.78967
C 0.07138 -1.45941 -5.00332
P -1.96984 -1.48555 -3.18079
O -2.03259 -1.23137 -1.69496
N -2.06785 -3.10049 -3.53072
C -2.75753 -3.56410 -4.72605
C -2.41825 -3.96811 -2.40822
N -3.21928 -0.75226 -3.97576
C -3.08334 -0.18243 -5.30481
C -4.07630 0.10748 -3.16274
H 0.97220 0.49131 -3.50586
H -0.45438 0.72153 -2.51294
H -0.52332 1.11035 -4.23599
H 1.14710 -1.24896 -5.02147
H -0.37035 -1.01382 -5.89813
H -0.01567 -2.54642 -5.08124
H -2.37885 -3.05773 -5.61743
H -3.83800 -3.39799 -4.66304
H -2.58354 -4.63281 -4.89675
H -1.75168 -3.78739 -1.55849
H -2.30354 -5.02730 -2.66442
H -3.44967 -3.79616 -2.08193
H -2.58832 -0.87445 -5.98829
H -2.52064 0.75518 -5.29318
H -4.06493 0.01768 -5.75035
H -4.40781 -0.41932 -2.26175
H -4.98815 0.39552 -3.69775
H -3.54698 1.01651 -2.85800
C 3.54486 -3.44002 0.53502
C 3.70227 -4.90145 0.98206
As 5.61805 -5.31689 1.25405
C 5.51685 -7.26352 1.49627
C 6.68482 -8.01905 1.32117
C 6.66080 -9.40700 1.48723
C 5.46931 -10.04988 1.83161
C 4.30115 -9.30452 2.01157
C 4.32196 -7.91593 1.84562
C 6.03150 -5.38615 -0.66078
C 7.03248 -4.54978 -1.16870
C 7.33503 -4.56397 -2.53401
C 6.63960 -5.41588 -3.39729
C 5.64212 -6.25575 -2.89601
C 5.33753 -6.24326 -1.53271
P 1.79430 -2.96552 0.00270
C 0.78408 -3.62971 1.41854
C -0.48997 -4.17917 1.19715
C -1.25907 -4.64226 2.26884
C -0.77655 -4.53508 3.57492
C 0.47152 -3.95737 3.81124
C 1.24528 -3.50116 2.74085
C 1.74419 -4.22830 -1.36661
C 2.36399 -3.86724 -2.57419
C 2.39180 -4.74998 -3.65550
C 1.80175 -6.00873 -3.54241
C 1.18682 -6.38543 -2.34585
C 1.15649 -5.50305 -1.25970
H 4.20373 -3.24764 -0.33734
H 3.87958 -2.77391 1.35671
H 3.31279 -5.59760 0.22358
H 3.15739 -5.07669 1.92777
H 7.61251 -7.52917 1.05521
H 7.56637 -9.98348 1.34931
H 5.45109 -11.12428 1.96115
H 3.37876 -9.80288 2.28095
H 3.40601 -7.36583 1.99536
H 7.57068 -3.88353 -0.50707
H 8.10695 -3.91272 -2.92293
H 6.87334 -5.42479 -4.45383
H 5.10393 -6.91545 -3.56395
H 4.56291 -6.90084 -1.16299
H -0.88880 -4.25368 0.19373
H -2.23343 -5.07721 2.08743
H -1.37537 -4.88787 4.40518
H 0.83847 -3.85726 4.82466
H 2.20062 -3.04204 2.95198
H 2.82955 -2.89442 -2.67744
H 2.87330 -4.45738 -4.58033
H 1.82566 -6.69314 -4.38031
H 0.73747 -7.36553 -2.25811
H 0.69382 -5.83651 -0.34654
H 1.42712 0.86136 -2.33716
*
```



Summary of E in eV
-87182.882, -269599.097
(order as listed above)